1.
{
  "formula": "C6H8N2O2",
  "method": "ωB97M-V with the def2-TZVPD basis set",
  "symbols": ["O", "C", "C", "C", "N", "C", "O", "N", "H", "H", "H", "H", "C", "C", "H", "H", "H", "H"],
  "positions_angstrom": [[-0.6715, 2.1492, 0.8477], [0.0850, 1.1600, 0.5936], [-0.1812, -0.1046, 1.3884], [0.7893, -1.0709, 1.1112], [1.7998, -0.8598, 0.0829], [2.2743, 0.3426, -0.4684], [3.4594, 0.4999, -0.9175], [1.2154, 1.1665, -0.3422], [-0.7315, 0.0093, 2.5113], [0.8184, -2.0248, 1.8085], [2.5020, -1.6598, -0.2038], [1.1836, 2.1138, -0.7151], [-2.6368, -0.2155, -1.3359], [-1.5934, -0.4435, -0.5705], [-3.5101, -0.5324, -1.0842], [-2.7897, 0.4744, -2.1732], [-1.3654, -0.9728, 0.3995], [-0.6477, -0.0314, -0.9321]],
  "forces_ev_per_a": [[3.54, -2.61, -2.00], [-2.70, 1.15, 2.70], [4.23, 0.47, 2.54], [0.04, 0.55, 1.46], [1.95, -3.91, 0.27], [2.44, -1.28, 0.38], [-4.95, -0.36, 1.22], [-2.56, 4.04, 0.62], [1.35, -0.57, -3.82], [0.38, 1.88, -2.09], [-2.12, 1.94, 1.38], [0.87, -0.20, -0.19], [3.03, 2.11, -1.03], [1.19, -0.32, -1.11], [-5.48, -2.39, 1.87], [1.23, -0.24, 0.02], [-2.07, 0.03, -2.02], [-0.37, -0.29, -0.20]],
  "nbo_charge": [-0.579, 0.643, -0.401, 0.032, -0.649, 0.787, -0.602, -0.665, 0.303, 0.242, 0.437, 0.434, -0.354, -0.383, 0.170, 0.198, 0.225, 0.162],
  "relative_energy_kj_mol": 450.93,
  "smiles": "O=c1cc[nH]c(=O)[nH]1.C=C",
  "e_lumo_ha": -0.002,
  "charge": 0
}

2.
{
  "formula": "C28H36GdP2Si",
  "method": "ωB97M-V with the def2-TZVPD basis set",
  "symbols": ["C", "C", "C", "H", "C", "C", "H", "H", "H", "H", "Gd", "C", "H", "H", "H", "Si", "C", "C", "H", "C", "H", "C", "H", "C", "H", "C", "H", "C", "C", "H", "C", "H", "C", "H", "C", "H", "C", "H", "H", "H", "C", "P", "C", "C", "C", "C", "C", "C", "C", "P", "C", "C", "H", "H", "H", "H", "H", "H", "H", "H", "H", "H", "H", "H", "H", "H", "H", "H"],
  "positions_angstrom": [[2.3996, -1.0905, 1.8385], [2.9078, -1.1819, 0.4985], [3.5940, 0.0467, 0.1869], [2.8192, -2.0480, -0.1658], [3.5250, 0.8805, 1.3485], [2.8010, 0.1590, 2.3723], [2.6610, 0.4882, 3.3957], [1.8587, -1.8663, 2.3769], [4.0881, 0.2753, -0.7494], [3.9378, 1.8801, 1.4506], [1.2797, 0.6422, 0.5005], [-1.1999, -1.7270, -4.2776], [-0.2740, -1.1432, -4.2181], [-1.4093, -1.9885, -5.3356], [-1.1025, -2.6556, -3.7125], [-0.2558, -1.2124, -1.4048], [-1.0929, -2.7464, -0.7946], [-0.3296, -3.5479, 0.0771], [0.6786, -3.2349, 0.3648], [-0.8258, -4.7591, 0.5614], [-0.1995, -5.3852, 1.2005], [-2.1135, -5.1792, 0.1956], [-2.4832, -6.1480, 0.5359], [-2.9129, -4.3520, -0.6042], [-3.9234, -4.6804, -0.8669], [-2.4184, -3.1294, -1.0783], [-3.0459, -2.4851, -1.6897], [1.2667, -1.7331, -2.3943], [1.5433, -3.0646, -2.7498], [0.8649, -3.8574, -2.4559], [2.6657, -3.3833, -3.5317], [2.8443, -4.4155, -3.8237], [3.5427, -2.3817, -3.9524], [4.4152, -2.6283, -4.5604], [3.2829, -1.0523, -3.6148], [3.9520, -0.2599, -3.9458], [2.1351, -0.7224, -2.8796], [1.8914, 0.3387, -2.7105], [-1.2380, -0.3857, -2.1592], [-2.0368, -1.1375, -3.8518], [0.8484, 4.6973, 1.9172], [0.7194, 2.9122, 2.3137], [1.4939, 2.8625, 3.9593], [-1.0990, 2.7350, 2.6806], [-1.5707, 2.8093, 3.9949], [-2.9279, 2.5808, 4.2759], [-3.8070, 2.2362, 3.2519], [-3.3333, 2.0890, 1.9427], [-2.0014, 2.3527, 1.6340], [-1.3412, 1.9278, -0.0354], [-2.7968, 1.4116, -1.0158], [-0.9742, 3.5483, -0.7960], [1.7998, 4.8481, 1.3858], [0.8611, 5.2798, 2.8523], [0.0202, 5.0305, 1.2749], [1.3221, 3.8034, 4.5008], [1.0972, 2.0111, 4.5281], [2.5700, 2.7248, 3.7899], [-0.8676, 3.0326, 4.8035], [-3.2735, 2.6608, 5.3116], [-4.8576, 2.0499, 3.4631], [-3.9976, 1.7392, 1.1596], [-3.6317, 2.1121, -0.8523], [-2.5375, 1.4166, -2.0844], [-3.1053, 0.3927, -0.7374], [0.0611, 3.8424, -0.5974], [-1.6501, 4.3263, -0.4200], [-1.1142, 3.4391, -1.8772]],
  "forces_ev_per_a": [[1.44, -0.21, -0.20], [0.92, -0.06, 0.45], [0.60, -0.96, 1.42], [-0.05, 0.52, 0.27], [0.73, -1.31, 0.66], [1.38, -0.08, -0.40], [-0.14, -0.01, -0.26], [0.08, 0.21, -0.22], [-0.11, 0.00, 0.09], [-0.03, -0.20, -0.02], [-4.42, 1.17, -2.12], [-0.64, 0.16, -0.83], [-0.39, -0.24, -0.17], [0.07, 0.20, 0.61], [0.05, 0.11, -0.03], [0.44, 0.07, 0.32], [-0.34, -0.21, 0.75], [-0.30, -0.41, -0.09], [-0.25, -0.10, -0.13], [-0.15, 0.03, -0.20], [-0.25, 0.18, -0.17], [0.23, 0.36, -0.08], [0.05, 0.33, -0.09], [0.08, -0.04, 0.07], [0.37, 0.20, 0.09], [0.46, -0.40, 0.21], [0.06, -0.16, -0.01], [0.35, 0.47, -0.68], [0.53, 0.34, -0.20], [0.04, 0.02, 0.07], [-0.21, 0.30, 0.20], [-0.03, 0.17, 0.08], [-0.13, 0.00, 0.14], [-0.26, 0.05, 0.23], [-0.47, 0.20, 0.12], [-0.12, -0.17, -0.02], [0.13, -0.71, 0.05], [0.18, -0.37, 0.04], [0.39, -0.05, 0.17], [0.43, -0.41, -0.53], [0.33, 0.23, -0.13], [-1.45, 0.44, 0.22], [0.19, -0.02, 0.05], [-0.12, -0.57, -0.18], [-0.24, 0.08, -0.32], [0.20, 0.08, 0.04], [0.26, 0.00, 0.01], [0.13, 0.21, 0.32], [0.44, -0.21, 0.44], [-0.19, 0.39, 0.27], [-0.35, 0.05, 0.14], [-0.13, 0.29, -0.15], [-0.27, 0.20, 0.15], [-0.09, -0.13, -0.42], [0.35, -0.14, 0.31], [0.06, -0.36, -0.06], [0.26, 0.22, -0.10], [-0.22, 0.09, 0.28], [-0.45, -0.01, -0.24], [0.06, -0.05, -0.45], [0.22, 0.01, 0.02], [-0.05, 0.11, 0.23], [0.25, -0.25, -0.15], [0.00, -0.01, 0.41], [0.05, 0.33, -0.10], [-0.18, 0.03, -0.13], [0.14, -0.11, -0.18], [0.12, 0.14, 0.15]],
  "mulliken_spin": [0.105, -0.167, 0.047, -0.011, -0.059, -0.062, 0.002, 0.008, 0.010, 0.008, 7.759, -0.015, 0.002, -0.004, 0.007, -0.336, -0.050, -0.007, 0.001, 0.012, 0.001, -0.020, -0.001, 0.007, 0.001, -0.037, -0.001, -0.076, -0.021, -0.002, 0.006, 0.000, -0.016, -0.001, 0.025, 0.001, 0.008, -0.015, -0.070, 0.003, 0.001, 0.026, -0.003, -0.019, 0.000, 0.000, 0.000, -0.001, 0.017, -0.066, 0.002, -0.004, 0.002, -0.001, 0.000, -0.001, 0.001, 0.003, 0.000, 0.000, 0.000, 0.000, 0.001, -0.001, 0.001, 0.001, 0.000, 0.002],
  "relative_energy_kj_mol": 0.00,
  "spin_multiplicity": 8,
  "e_lumo_ha": [-0.135, -0.104],
  "charge": 1
}